# 1
ORCA calculation (ωB97M-V with the def2-TZVPD basis set) on 2 unconnected molecules or ions with the total composition C6H11N.

Properties
- HOMO level (eV) = -6.509
- HOMO-LUMO gap (eV) = 4.4522

Geometry (Å):
C (1.783, -0.469, -1.322)
C (0.675, -0.354, -2.209)
N (0.494, 0.596, -3.051)
C (-1.668, -1.252, 2.447)
C (0.196, 1.277, 0.362)
C (-0.267, 0.644, 1.569)
C (-1.330, -0.307, 1.564)
H (2.518, 0.323, -1.486)
H (2.260, -1.402, -1.056)
H (-0.004, -1.225, -2.157)
H (-0.350, 0.490, -3.595)
H (-1.011, -1.428, 3.294)
H (-2.579, -1.827, 2.408)
H (-0.379, 1.063, -0.537)
H (1.209, 0.794, 0.179)
H (0.191, 2.370, 0.416)
H (0.164, 0.899, 2.532)
H (-1.903, -0.193, 0.642)

These are the Löwdin partial charges, in e, on atoms 1 to 2: atom 1 (C): -0.064, atom 2 (C): -0.440

# 2
ORCA calculation (ωB97M-V with the def2-TZVPD basis set) on a molecular structure, C55H49LaN6O7Te.

Properties
- expectation value of S² = 0.783
- HOMO level (alpha / beta) (eV) = -3.856 / -3.762
- net charge = -1
- spin multiplicity = 2
- HOMO-LUMO gap (alpha / beta) (eV) = 4.5568 / 4.4638

Geometry (Å):
La (1.429, 1.721, 0.134)
O (-2.091, -0.142, 2.719)
C (-1.297, 0.614, 2.113)
N (-0.017, 0.472, 1.931)
C (0.513, -0.468, 2.844)
C (1.673, -0.048, 3.670)
C (2.026, -0.735, 4.853)
C (3.306, -0.670, 5.351)
C (4.144, 0.266, 4.828)
C (3.691, 0.972, 3.706)
N (2.468, 0.826, 3.125)
C (-1.996, 1.678, 1.191)
C (-3.326, 1.970, 1.512)
C (-4.076, 2.720, 0.619)
C (-3.371, 3.390, -0.397)
C (-2.004, 3.126, -0.537)
N (-1.282, 2.410, 0.316)
H (0.854, -1.583, 2.210)
H (-0.382, -0.984, 3.512)
H (1.367, -1.536, 5.278)
H (3.611, -1.196, 6.314)
H (5.235, 0.460, 5.227)
H (4.513, 1.647, 3.052)
H (-3.615, 1.529, 2.408)
H (-5.170, 2.949, 0.836)
H (-3.856, 4.037, -1.214)
H (-1.547, 3.664, -1.366)
O (4.453, 1.819, -2.763)
C (3.607, 1.129, -2.208)
O (2.339, 1.409, -2.036)
C (4.101, -0.224, -1.581)
C (3.000, -1.323, -1.455)
C (3.657, -2.704, -1.060)
C (3.799, -2.481, 0.505)
C (3.463, -1.080, 0.606)
O (2.364, -1.049, -0.159)
C (4.598, -0.213, -0.074)
C (4.825, 1.088, 0.723)
O (5.839, 1.150, 1.402)
O (3.850, 1.931, 0.703)
H (4.865, -0.602, -2.219)
H (2.247, -1.379, -2.269)
H (4.751, -2.967, -1.515)
H (2.993, -3.578, -1.480)
H (4.772, -3.054, 0.670)
H (3.085, -3.292, 1.199)
H (3.063, -0.798, 1.603)
H (5.468, -0.872, -0.142)
C (0.036, 4.928, 3.641)
C (0.572, 3.904, 2.904)
N (0.674, 3.995, 1.557)
C (0.582, 5.193, 0.953)
C (0.221, 6.441, 1.731)
C (-0.064, 6.211, 3.108)
C (0.246, 7.681, 1.034)
C (0.772, 7.726, -0.224)
C (1.116, 6.544, -0.976)
C (1.242, 6.566, -2.362)
C (1.578, 5.360, -3.033)
C (1.539, 4.185, -2.464)
N (1.273, 4.053, -1.107)
C (0.923, 5.346, -0.386)
H (-0.013, 4.617, 4.761)
H (0.976, 2.882, 3.297)
H (-0.396, 7.127, 3.526)
H (-0.003, 8.620, 1.421)
H (1.104, 8.646, -0.685)
H (1.334, 7.632, -2.833)
H (2.012, 5.235, -4.295)
H (1.979, 3.224, -3.050)
C (-1.906, -8.537, 0.629)
C (-1.781, -7.089, 0.420)
C (-2.355, -6.342, -0.643)
C (-2.254, -4.966, -0.846)
C (-2.896, -4.302, -1.956)
C (-1.549, -4.250, 0.049)
Te (-1.087, -2.190, -0.053)
N (-0.895, -1.644, -1.952)
C (-0.491, -0.484, -2.199)
O (-0.178, 0.498, -1.327)
C (-0.282, -0.211, -3.676)
C (-0.060, -1.338, -4.485)
C (0.089, -1.064, -5.846)
C (0.072, 0.207, -6.417)
C (0.056, 1.324, -5.541)
C (-0.143, 1.085, -4.234)
C (-3.176, -1.326, -0.156)
C (-3.549, -0.458, -1.326)
C (-4.862, -0.080, -1.550)
C (-5.847, -0.347, -0.526)
C (-5.514, -1.203, 0.478)
C (-4.247, -1.773, 0.630)
C (-4.004, -2.726, 1.740)
C (-0.875, -4.803, 1.186)
C (-0.067, -4.128, 2.151)
C (-1.034, -6.228, 1.244)
H (-0.863, -9.045, 0.643)
H (-2.645, -8.970, -0.064)
H (-2.313, -8.797, 1.664)
H (-3.032, -6.876, -1.280)
H (-4.056, -3.570, -1.396)
H (-3.445, -5.012, -2.611)
H (-2.143, -3.715, -2.565)
H (-0.094, -2.330, -4.219)
H (0.261, -1.968, -6.591)
H (0.055, 0.327, -7.363)
H (0.228, 2.280, -5.989)
H (-0.081, 1.850, -3.472)
H (-2.746, -0.227, -1.988)
H (-5.106, 0.432, -2.486)
H (-6.811, 0.206, -0.576)
H (-6.264, -1.487, 1.252)
H (-4.784, -2.689, 2.258)
H (-2.973, -2.536, 2.130)
H (-3.935, -3.502, 1.226)
H (0.566, -3.439, -1.240)
H (0.421, -4.570, 2.866)
H (-0.649, -3.417, 2.600)
H (-0.400, -6.686, 2.202)

These are the Löwdin partial charges, in e, on atoms 1 to 2: atom 1 (La): 2.098, atom 2 (O): -0.055

# 3
ORCA calculation (ωB97M-V with the def2-TZVPD basis set) on a single C4H8N2S molecule.

Properties
- HOMO level (alpha / beta) (eV) = -7.682 / -7.683
- structure (SMILES) = C/N=C/C=[N+](/C)[S-]
- HOMO-LUMO gap (alpha / beta) (eV) = 7.2167 / 7.2178

Geometry (Å):
C (-0.927, -2.439, -1.428)
N (-0.520, -1.281, -0.731)
C (0.060, -0.272, -1.089)
C (0.487, 0.793, -0.277)
N (0.153, 0.939, 1.015)
C (0.674, 2.106, 1.831)
S (-0.929, 0.033, 1.980)
H (-0.921, -2.479, -2.561)
H (-0.255, -3.144, -1.038)
H (-1.864, -2.718, -1.020)
H (0.447, -0.097, -2.170)
H (1.224, 1.486, -0.673)
H (0.924, 1.570, 2.685)
H (1.564, 2.719, 1.493)
H (-0.115, 2.784, 1.984)

These are the Löwdin partial charges, in e, on atoms 1 to 2: atom 1 (C): -0.112, atom 2 (N): -0.036

# 4
ORCA calculation (ωB97M-V with the def2-TZVPD basis set) on a single C2H5NOSi molecule.

Properties
- HOMO level (eV) = -10.820
- structure (SMILES) = CO[SiH2]C#N
- HOMO-LUMO gap (eV) = 11.1852

Geometry (Å):
C (0.729, -0.833, 0.226)
O (-0.607, -0.656, 0.151)
Si (-1.552, 0.561, -0.330)
C (-3.240, -0.201, 0.060)
N (-4.350, -0.374, 0.281)
H (1.046, -0.756, 1.304)
H (1.233, 0.110, -0.348)
H (1.111, -1.733, -0.062)
H (-1.217, 0.956, -1.886)
H (-1.112, 1.858, 0.355)

These are the Löwdin partial charges, in e, on atoms 1 to 2: atom 1 (C): -0.188, atom 2 (O): -0.376

# 5
ORCA calculation (ωB97M-V with the def2-TZVPD basis set) on a molecular structure, C5H4N2.

Properties
- HOMO level (eV) = -8.306
- HOMO-LUMO gap (eV) = 9.0615

Geometry (Å):
C (-2.283, -0.626, -0.310)
C (-1.296, -0.488, 0.376)
C (-0.010, -0.158, 0.989)
C (0.583, 1.084, 0.629)
N (1.343, 0.842, -0.435)
N (1.381, -0.453, -0.830)
C (0.645, -1.048, 0.078)
H (-3.283, -0.632, -0.677)
H (0.558, 2.085, 1.052)
H (1.844, 1.511, -0.999)
H (0.520, -2.117, 0.126)

These are the Löwdin partial charges, in e, on atoms 1 to 2: atom 1 (C): 0.103, atom 2 (C): -0.182

F_max for every record listed, in sequence, given in eV/A: 2.1, 9.0, 4.8, 6.2, 2.2.
Energy for every record listed, in sequence, given in eV: -7884.595, -89247.390, -18090.113, -13569.459, -8225.125.
Relative energy (zero: lowest compared OMol25 entry of this formula, charge and spin) for every record listed, in sequence, given in kJ/mol: 572.8, 1576.5, 350.2, 96.4, 421.5.